# 1
# C20H42N3O8PS

2 unconnected molecules or ions with the total composition C20H42N3O8PS in a non-equilibrium geometry (the ωB97M-V functional and the def2-TZVPD basis, the OMol25 dataset).

Calculated values
Kohn-Sham gap ... 8.8210 eV
E_HOMO ... -8.9 eV
Electronic energy ... -62390.0865 eV
E_LUMO ... -0.00377 Eh
SMILES ... [H]/N=C(/C)C[C@@]1(P(=N)(O)O)C[C@H](CN)S(=O)(=O)O[C@@]1(C)CCCCCCOC(C)=O.CC(C)O

Positions of all 75 atoms, in Å:
H -0.848611 3.293772 -1.008774
N -1.026698 3.601675 -0.037533
C -1.849869 2.693894 0.482589
C -2.295083 3.024105 2.006644
C -2.368670 1.457221 -0.372957
C -1.368921 0.181949 -0.479237
P -1.885357 -0.612049 -2.156384
N -1.569014 -2.155724 -2.265963
O -1.217019 0.341949 -3.427390
O -3.591623 -0.385739 -2.244604
C 0.145457 0.729148 -0.670605
C 1.259775 -0.417499 -0.852760
C 1.677530 -0.696456 -2.400485
N 2.266849 0.541845 -2.994877
S 0.840763 -1.943288 0.097861
O 1.845291 -2.115136 1.230800
O 1.110360 -3.111683 -0.839739
O -0.726195 -2.087388 0.605613
C -1.456695 -0.845530 0.754157
C -3.011712 -1.323222 0.885063
C -1.147230 -0.097447 2.157714
C -0.650339 -1.057206 3.337356
C 0.833159 -0.586184 3.795198
C 0.756241 0.721024 4.773353
C 1.610871 1.915021 4.083225
C 2.122022 3.028938 5.114868
O 1.289266 4.219416 4.980184
C 1.629004 4.965278 3.819409
C 2.904464 5.961208 3.746114
O 0.924370 4.930991 2.774348
H -3.242850 2.429463 2.287758
H -2.403572 4.142577 2.180898
H -1.437274 2.629419 2.666992
H -3.421224 1.203877 -0.029235
H -2.481723 1.840639 -1.458642
H -0.965634 -2.314070 -3.088690
H -1.306950 1.295438 -3.206549
H -3.756521 -0.143245 -3.191147
H 0.499264 1.366029 0.224865
H 0.203159 1.434353 -1.581821
H 2.225699 -0.001549 -0.372800
H 2.498299 -1.505795 -2.347255
H 0.838548 -1.140925 -3.021765
H 1.610716 0.922025 -3.702239
H 2.371594 1.229473 -2.223916
H -3.022793 -2.150274 1.688171
H -3.386227 -1.809577 -0.074656
H -3.695463 -0.492657 1.251361
H -2.165115 0.333193 2.492060
H -0.430739 0.782983 2.065618
H -0.737975 -2.172792 3.142244
H -1.321988 -0.842783 4.254534
H 1.436288 -1.419350 4.285699
H 1.328604 -0.189504 2.831115
H -0.330721 1.112193 4.797802
H 1.131046 0.440083 5.810191
H 2.557358 1.404114 3.655155
H 1.079165 2.363565 3.168522
H 2.247179 2.667428 6.186196
H 3.181457 3.335388 4.760320
H 3.325482 6.058863 4.804187
H 2.582224 7.001022 3.368707
H 3.710624 5.570777 3.039692
C 1.667845 -4.633113 -6.042425
C 0.405907 -4.897485 -5.236287
C -0.530281 -5.845812 -5.968444
O -0.266409 -3.664015 -4.989495
H 1.426933 -4.165044 -7.002636
H 2.325727 -3.941446 -5.509421
H 2.215468 -5.559452 -6.233660
H 0.672769 -5.321817 -4.264845
H -0.847216 -5.419667 -6.926077
H -1.437330 -6.017537 -5.382957
H -0.048434 -6.808421 -6.157630
H -0.507302 -3.279459 -5.842683

Atomic forces in eV per Å
H 0.12 0.34 0.35
N -2.38 -2.89 0.71
C 1.30 2.51 -0.07
C 0.41 -1.39 -0.58
C 0.03 0.79 0.25
C 0.44 0.91 -0.49
P -0.73 -1.93 -0.56
N 0.38 2.65 -0.65
O -1.30 -0.23 2.22
O 2.46 0.94 -0.88
C 0.35 0.13 0.10
C -0.36 1.90 -0.63
C 0.66 -1.54 0.70
N -1.26 -0.09 0.66
S 5.18 -6.55 -0.34
O -3.54 1.98 -2.04
O -1.84 3.58 1.94
O 1.71 1.94 -0.96
C -2.91 1.21 1.00
C 0.76 -1.09 0.40
C -0.77 -0.28 0.27
C 0.27 0.72 1.31
C -0.70 0.91 -0.43
C -0.38 0.31 -1.52
C 1.09 -1.31 0.77
C 1.39 -0.21 -1.92
O 0.91 0.85 -1.10
C -1.39 0.68 -3.73
C -0.26 -0.33 1.31
O 2.14 -0.31 4.36
H 1.39 1.11 -0.41
H 0.13 -1.58 -0.47
H -1.38 0.79 -0.86
H 1.46 -0.03 -0.53
H 0.12 -0.36 1.77
H -0.35 -0.60 0.44
H 0.06 -0.64 -0.31
H -0.06 -0.40 1.02
H -1.03 -0.99 -1.32
H -0.04 -1.16 1.39
H -1.56 -1.07 -0.40
H -1.37 1.22 -0.05
H 1.05 0.78 0.90
H 0.61 -0.16 0.83
H 0.03 -0.35 -1.06
H 0.02 1.27 -1.15
H 0.49 0.78 1.19
H 0.99 -1.04 -0.69
H 1.72 -0.50 -0.70
H -0.83 -1.23 -0.05
H 0.28 1.52 -0.13
H 0.89 -0.48 -1.47
H -0.78 1.13 -0.87
H -0.36 -1.18 1.60
H 1.59 -0.81 0.39
H -0.52 0.65 -1.29
H -1.34 0.83 0.68
H 0.61 -0.46 1.60
H -0.77 0.70 -1.35
H -1.45 -0.50 0.70
H -0.35 -0.01 -1.53
H 0.23 -1.86 0.60
H -1.27 0.31 0.98
C 0.26 0.07 0.14
C -0.01 0.02 -0.61
C -0.20 -0.18 0.15
O -0.06 0.25 0.28
H -0.08 -0.13 -0.01
H -0.05 -0.12 0.02
H -0.02 0.07 -0.02
H -0.13 0.24 0.02
H 0.15 -0.01 -0.01
H 0.13 -0.01 0.01
H -0.05 0.06 -0.02
H 0.06 -0.12 0.12

---

# 2
# C20H42NO9

4 unconnected molecules or ions with the total composition C20H42NO9 (the ωB97M-V functional and the def2-TZVPD basis, the OMol25 dataset).

Calculated values
Kohn-Sham gap ... 9.3550 eV
ΔE to the lowest compared entry with this formula, charge and spin ... 0.000 eV
E_HOMO ... -12.3 eV
Electronic energy ... -41333.6322 eV
Net charge ... +1
E_LUMO ... -0.10958 Eh

Positions of all 72 atoms, in Å:
C -3.263915 2.383671 -6.623974
C -3.484594 3.823646 -7.110982
C -2.277791 4.760267 -7.000668
C -2.071533 5.412851 -5.632295
C -2.018489 4.464388 -4.442615
C -2.006806 5.167277 -3.085782
C -1.536084 4.103348 -2.086034
N -0.903065 3.012989 -2.961688
C -0.777167 3.597665 -4.343772
H -3.735381 2.168623 -5.658026
H -2.197996 2.139420 -6.541193
H -3.680513 1.662144 -7.331654
H -4.330500 4.271880 -6.572237
H -3.794634 3.797565 -8.159613
H -2.399705 5.577601 -7.719691
H -1.369580 4.223110 -7.312812
H -2.882296 6.128338 -5.453178
H -1.142658 6.002236 -5.636835
H -2.889896 3.789679 -4.469222
H -1.313401 6.012931 -3.113554
H -2.993243 5.533174 -2.799938
H -0.780839 4.442095 -1.377676
H -2.357197 3.651620 -1.528636
H -1.524587 2.207024 -2.994058
H -0.010677 2.675948 -2.602192
H -0.640654 2.795949 -5.067960
H 0.104520 4.248576 -4.333730
C 3.294790 -1.555775 1.802663
C 2.087123 -0.651475 1.806963
O 2.294315 0.520878 0.973455
C 2.154709 0.330583 -0.317711
O 1.773152 -0.656859 -0.886967
O 2.364880 1.513790 -0.941527
C 2.258282 1.436633 -2.354505
H 4.185809 -1.003482 2.101915
H 3.134964 -2.364095 2.516525
H 3.460518 -1.991591 0.818260
H 1.912341 -0.236747 2.796323
H 1.188315 -1.169003 1.475541
H 1.324654 0.946058 -2.645759
H 3.077888 0.877359 -2.802108
H 2.302550 2.469171 -2.703420
C 3.196048 -4.891894 7.844791
C 3.918744 -4.159192 6.739826
O 2.995305 -3.444330 5.885234
C 2.573314 -2.276821 6.364877
O 2.958364 -1.727775 7.360255
O 1.628353 -1.816745 5.539533
C 1.052763 -0.567348 5.939975
H 2.445351 -5.566002 7.431546
H 3.912092 -5.487266 8.411565
H 2.715968 -4.191987 8.526902
H 4.418618 -4.845106 6.059681
H 4.644506 -3.450350 7.134554
H 1.827648 0.182580 6.084579
H 0.488317 -0.681603 6.863505
H 0.389142 -0.286917 5.127339
C -2.101970 -4.093826 -0.332494
C -2.846303 -4.167521 0.981276
O -2.115789 -4.924833 1.962746
C -1.134436 -4.271079 2.577852
O -0.867693 -3.101879 2.437132
O -0.571982 -5.092593 3.453208
C 0.446270 -4.489479 4.262130
H -1.872477 -5.095390 -0.695625
H -2.726026 -3.595587 -1.075662
H -1.175852 -3.531579 -0.221696
H -3.782400 -4.712017 0.879642
H -3.049779 -3.175733 1.383308
H 0.052320 -3.625406 4.789551
H 1.285198 -4.173018 3.645873
H 0.760780 -5.258762 4.958962

Atomic forces in eV per Å
C 0.04 -0.28 -0.03
C -0.24 0.15 0.01
C 0.17 0.02 -0.12
C 0.17 0.09 0.07
C -0.50 -0.37 -0.04
C 0.01 0.03 0.24
C 0.10 -0.06 0.02
N -0.14 0.10 0.08
C 0.34 0.28 -0.01
H 0.07 0.09 -0.11
H -0.11 0.05 -0.05
H 0.01 0.09 0.11
H 0.08 -0.05 -0.10
H 0.08 -0.02 0.12
H 0.05 -0.12 0.07
H -0.13 0.07 0.07
H 0.04 -0.11 0.00
H -0.15 -0.03 -0.04
H 0.12 0.18 -0.05
H -0.08 -0.06 0.05
H 0.10 0.08 -0.09
H -0.07 0.00 -0.10
H 0.13 -0.02 -0.09
H -0.01 -0.06 -0.03
H 0.06 0.04 0.09
H -0.13 0.10 0.03
H 0.01 -0.23 -0.03
C 0.05 0.04 -0.03
C -0.08 -0.13 0.16
O 0.28 -0.06 0.06
C -0.85 0.34 -0.02
O 0.27 -0.24 -0.05
O 0.23 -0.04 -0.03
C -0.06 0.15 -0.07
H 0.01 -0.02 0.02
H 0.00 -0.01 0.01
H -0.02 -0.01 0.00
H -0.01 0.03 -0.01
H 0.00 0.01 -0.02
H 0.03 -0.04 -0.03
H 0.02 -0.03 0.05
H 0.04 -0.01 -0.05
C -0.02 -0.01 -0.04
C 0.12 0.03 -0.10
O -0.02 -0.05 0.06
C -0.09 -0.11 -0.04
O 0.03 0.06 0.09
O 0.02 0.15 -0.03
C -0.01 0.03 -0.07
H -0.01 0.00 0.02
H 0.00 0.00 0.02
H 0.00 0.00 0.00
H 0.01 -0.02 0.03
H 0.00 -0.01 0.01
H 0.00 0.01 0.00
H 0.02 -0.03 0.02
H -0.02 0.02 0.01
C -0.01 -0.02 0.01
C -0.05 -0.03 0.04
O 0.12 -0.07 -0.22
C -0.48 0.14 0.53
O 0.23 0.07 -0.23
O 0.12 -0.08 -0.13
C 0.05 -0.01 -0.02
H 0.01 0.01 -0.01
H 0.00 0.01 -0.02
H 0.01 0.00 -0.01
H -0.01 0.01 -0.03
H 0.00 0.00 0.00
H 0.00 -0.02 0.01
H 0.01 0.00 0.02
H 0.00 -0.01 0.00

---

> What is the Kohn-Sham gap in the second record?

9.3550 eV